{
  "formula": "C26H36AlBrCl3FK2N2O10S",
  "method": "ωB97M-V with the def2-TZVPD basis set",
  "lumo_ev": -2.55,
  "homo_lumo_gap_ev": 3.2,
  "relative_energy_kcal_mol": 0.0,
  "total_energy_ev": -211397.4196,
  "homo_ev": -5.7,
  "elements": ["Br", "K", "K", "Cl", "Cl", "Cl", "S", "Al", "F", "O", "O", "O", "O", "O", "O", "O", "O", "O", "O", "N", "N", "C", "C", "C", "C", "C", "C", "C", "C", "C", "C", "C", "C", "C", "C", "C", "C", "C", "C", "C", "C", "C", "C", "C", "C", "C", "C", "H", "H", "H", "H", "H", "H", "H", "H", "H", "H", "H", "H", "H", "H", "H", "H", "H", "H", "H", "H", "H", "H", "H", "H", "H", "H", "H", "H", "H", "H", "H", "H", "H", "H", "H", "H"],
  "positions_angstrom": [[6.692280, -1.074832, -1.318361], [-10.527509, -6.234103, 0.620556], [-5.101318, -4.540906, 2.640475], [-0.582526, -0.993096, -2.750845], [-9.116503, -4.313218, 2.740535], [-8.410307, -5.775487, -0.267333], [2.389639, 4.670730, -3.637233], [-5.713325, -0.792682, -2.791896], [-8.703428, -4.497804, -2.414967], [5.814706, 4.132701, 0.877373], [1.133143, 4.865594, -2.970230], [3.698336, -0.497948, -0.779622], [-4.030754, -2.102812, -2.600383], [7.428463, 1.851626, 0.768243], [-5.030653, -1.887198, 1.648491], [3.624193, -1.364824, 2.746191], [2.193554, 1.845569, -0.984097], [3.602445, 4.446207, -2.914825], [2.623452, 5.883744, -4.673270], [0.050313, -2.648698, 2.497224], [-3.796008, -2.607268, -0.268030], [-4.182656, -1.683486, 0.796103], [-1.630113, 1.660819, -0.721277], [0.397166, -2.499309, 1.048404], [-0.077034, -3.782328, 0.207391], [3.801603, 7.619880, -3.429185], [4.043367, 2.998096, -0.078950], [4.152736, 0.588484, -0.485662], [-1.340304, -3.357840, -0.684946], [2.542645, 7.222406, -4.177502], [5.404693, 3.066742, 0.441606], [2.202817, 3.387279, -4.835055], [-3.318794, -0.443460, 0.518998], [-7.671719, -4.051730, 1.719288], [-2.980034, -0.494020, -0.961530], [-3.647359, -1.769165, -1.445443], [-7.986961, -4.129908, 0.242066], [-2.141980, 0.532251, -1.638597], [5.561823, 0.665954, -0.045434], [6.259640, 1.789805, 0.407716], [3.294165, -1.723026, 5.101897], [3.972493, -0.874583, 4.036344], [3.354755, 1.893505, -0.543805], [-1.959569, 1.659448, 0.706573], [-2.831507, 0.613546, 1.368364], [3.565452, 0.586579, 4.150049], [-2.568653, -3.271853, 0.289120], [-1.041456, -2.393548, -1.166016], [-7.112141, -3.839929, -0.341025], [0.767707, -3.977282, -0.512797], [-0.513931, -3.489807, 2.637285], [-2.272942, -2.835573, 1.295530], [-0.284507, -4.664795, 0.869049], [2.100241, 2.444647, -4.296867], [2.485612, 0.701576, 4.010054], [-1.512997, -4.163462, -1.458931], [-8.809368, -3.468672, -0.028508], [3.903620, 7.052882, -2.502495], [2.205509, -1.685779, 4.993779], [2.666168, -1.292439, 2.649142], [1.309919, 3.582827, -5.425784], [-1.920696, 0.460721, -2.725234], [-2.862986, -4.348791, 0.522859], [-6.921648, -4.785092, 2.004917], [-7.288871, -3.057439, 1.961442], [4.689069, 7.417341, -4.031479], [-0.498941, -1.860858, 2.845346], [-1.542674, 2.479739, 1.338721], [-0.977888, 2.457365, -1.155257], [6.092056, -0.302871, -0.084190], [1.655031, 7.348096, -3.552100], [3.777865, 8.681693, -3.175210], [1.500341, -2.317015, 0.950767], [3.836375, 0.998013, 5.125527], [3.557138, -1.381116, 6.106220], [3.089567, 3.362642, -5.465660], [5.057059, -0.961903, 4.133026], [-0.116991, -1.584049, 0.619067], [2.420607, 7.871252, -5.046246], [3.543763, 3.959112, -0.078653], [4.050751, 1.181270, 3.373162], [-3.072166, 0.612590, 2.454677], [3.586938, -2.770729, 5.001352]],
  "atomic_forces_ev_per_a": [[1.278, -0.729, -2.622], [-4.318, -0.863, 1.347], [2.093, 0.452, 0.424], [0.953, -0.387, -0.383], [0.063, -0.087, 0.130], [4.453, 0.467, -1.059], [0.131, -0.429, -0.416], [0.761, -0.565, -0.259], [-0.083, 0.446, 0.299], [0.836, -0.504, 0.213], [0.296, 0.261, 0.074], [-0.385, 0.491, -0.032], [-0.593, 0.778, 1.520], [-0.601, -0.399, -0.431], [0.857, -0.605, -0.350], [0.279, -0.131, -0.075], [0.202, 0.067, 0.271], [-0.360, 0.259, 0.075], [-0.253, -0.439, -0.066], [-0.411, 0.016, -0.220], [-1.748, -0.426, 0.691], [1.184, 1.948, -0.928], [-1.432, -2.156, 1.381], [-0.459, -0.164, -0.254], [0.356, 1.767, -0.837], [0.095, -0.165, 0.245], [1.113, 0.527, 0.660], [0.460, -0.782, -0.491], [0.709, -1.122, 1.299], [0.199, 0.699, 0.369], [-2.275, 0.809, -0.199], [-0.035, 0.008, -0.141], [1.139, 1.653, -0.393], [-0.203, 0.198, -0.320], [-1.055, 0.185, 0.792], [2.678, 2.090, 0.583], [0.160, 0.295, -0.127], [-0.778, 0.333, 2.436], [-1.306, -0.379, -0.798], [1.883, 1.960, 0.204], [0.128, -0.205, 0.168], [-0.715, 0.139, 0.009], [-0.569, -0.699, -0.296], [-0.368, -1.220, -1.780], [0.200, -0.725, -2.642], [0.221, 0.195, -0.043], [0.757, -1.632, -0.179], [-0.646, -0.859, 0.269], [-0.131, -0.045, -0.120], [-0.962, -0.283, 0.786], [0.346, 0.340, 0.016], [-0.224, 0.045, -1.275], [0.327, 0.650, -0.592], [0.029, 0.119, 0.156], [-0.005, -0.097, 0.084], [-0.048, 1.053, 0.665], [0.090, -0.115, -0.176], [-0.005, 0.032, -0.050], [0.028, 0.119, -0.024], [0.097, -0.004, 0.027], [0.049, 0.031, 0.041], [-0.908, 0.855, 0.984], [0.269, 1.019, -0.246], [-1.757, -0.247, -0.558], [-0.120, 0.038, -0.076], [-0.074, 0.063, -0.026], [0.285, -0.212, -0.182], [-0.440, -0.833, -0.654], [-0.584, -0.906, 0.508], [-0.855, -0.385, 3.808], [0.005, -0.194, -0.021], [-0.050, -0.020, -0.079], [-1.009, -0.351, -0.026], [-0.035, 0.018, -0.035], [-0.031, -0.016, -0.017], [-0.020, 0.035, 0.070], [-0.046, -0.059, -0.193], [0.614, -0.953, 0.376], [-0.057, -0.296, -0.140], [-0.023, -0.032, -0.172], [0.025, -0.044, 0.062], [0.289, 0.232, -1.041], [0.047, 0.069, 0.005]]
}